Record 1
Density functional theory data (ωB97M-V with the def2-TZVPD basis set) for a structure of composition C4H12AlFO2 in a non-equilibrium geometry.

The geometry in XYZ format:
```
20
Properties=species:S:1:pos:R:3:forces:R:3
Al 0.072457 2.212934 -1.100718 -0.785 -2.206 4.617
F -0.020636 2.502122 1.202150 -1.143 2.544 -2.132
C 1.801749 -1.066429 -0.298497 -0.389 -0.111 -0.437
C 2.030541 0.321064 0.321984 3.318 -1.435 0.263
O 0.806050 0.948824 0.475748 -0.151 -1.025 -2.448
H 1.201617 -1.735543 0.318124 0.557 0.030 0.165
H 2.753323 -1.529102 -0.560306 0.254 0.141 0.347
H 1.286764 -0.936472 -1.250341 0.022 -0.143 -0.083
H 2.717848 0.853044 -0.335822 -0.331 0.401 -0.097
H 2.556436 0.292297 1.276293 -0.158 -0.178 0.074
H 0.473300 0.900281 1.374934 -0.350 0.128 0.698
C -2.265511 -0.117695 0.622527 -0.107 -0.061 -0.636
C -1.267647 -0.715378 -0.397463 -2.177 -1.582 2.393
O -0.829157 0.266098 -1.320543 1.511 3.165 -1.756
H -1.951172 0.880926 0.925904 0.313 -0.009 0.454
H -2.468078 -0.756927 1.481858 0.512 -0.008 0.054
H -3.260917 0.046228 0.209725 0.046 -0.115 -0.456
H -1.758480 -1.506505 -0.964282 -0.125 0.170 -0.401
H -0.428401 -1.236673 0.063002 -0.231 0.831 -0.189
H -1.450084 0.376906 -2.044279 -0.584 -0.538 -0.429
```
Forces are in eV/Å.

Its total charge is +2. Its gap between HOMO and LUMO is 5.04 eV. The HOMO energy is -19.543 eV.

Results of the Löwdin charge analysis, in e, for atoms 1 through 2: 1.421 -0.206

=====

Record 2
Density functional theory data (ωB97M-V with the def2-TZVPD basis set) for a structure of composition C38H30Cl2F3N8O5RbS in a non-equilibrium geometry.

The geometry in XYZ format:
```
88
Properties=species:S:1:pos:R:3:forces:R:3
Rb 0.039688 0.169157 -1.870483 1.009 -0.260 1.699
Cl 5.287045 -0.574117 -6.262303 0.040 0.050 -0.069
C 4.323442 -1.035863 -4.879168 -0.041 -0.031 0.084
C 4.030803 -0.085787 -3.917745 0.001 0.026 0.007
C 3.265256 -0.387026 -2.782224 0.283 -0.299 -0.309
N 2.871059 0.564145 -1.865807 -0.233 0.438 0.262
C 3.516244 1.702554 -1.690441 -0.039 -0.455 -0.120
O 4.627687 2.095815 -2.107488 -0.020 0.172 -0.066
C 2.744425 2.683246 -0.819129 0.174 0.148 0.074
C 2.932896 4.053317 -1.022927 0.013 0.091 0.032
C 2.258203 4.957007 -0.224333 0.012 -0.067 -0.029
C 1.442596 4.476154 0.793343 -0.016 -0.024 -0.025
C 1.330974 3.101976 0.932587 0.042 0.055 -0.039
N 1.943917 2.224852 0.140651 -0.160 0.004 0.046
C 2.792133 -1.726504 -2.628200 0.381 0.093 -0.275
C 3.119612 -2.666459 -3.610745 0.018 0.027 -0.048
C 3.865858 -2.333430 -4.726628 -0.019 0.102 0.073
Cl 4.208886 -3.557626 -5.922754 0.014 -0.118 -0.046
N 1.939493 -2.052534 -1.590071 -0.591 -0.188 0.573
C 2.049160 -3.229023 -0.991020 0.168 0.238 -0.357
O 2.936769 -4.095028 -1.086596 0.012 -0.173 0.152
C 0.860906 -3.610443 -0.121981 0.018 -0.101 -0.237
C -0.376407 -3.831197 -0.739035 -0.065 -0.010 0.036
C -1.401095 -4.396829 -0.006299 -0.006 0.023 0.075
C -1.183761 -4.680643 1.337737 -0.152 0.075 0.024
C 0.052692 -4.367320 1.874506 0.019 -0.045 0.012
N 1.064417 -3.879589 1.164825 0.128 0.139 0.158
H 4.400330 0.921330 -4.036328 0.035 -0.010 0.019
H 3.615300 4.373084 -1.797892 0.003 -0.067 -0.021
H 2.368537 6.023943 -0.384523 0.015 -0.003 0.007
H 0.907024 5.147126 1.453809 -0.027 -0.032 0.013
H 0.725773 2.670499 1.722295 -0.132 -0.023 0.048
H 2.772404 -3.682793 -3.490264 0.034 0.014 0.004
H -0.507879 -3.593765 -1.787177 0.084 0.066 0.011
H -2.358009 -4.617309 -0.466364 0.011 0.034 -0.022
H -1.960333 -5.120750 1.952800 0.026 0.021 0.012
H 0.255591 -4.533180 2.930793 -0.039 -0.031 -0.034
C -3.291051 0.430980 2.280855 0.025 0.105 -0.107
C -2.876868 -0.804359 1.476148 -0.132 -0.002 -0.471
C -3.722236 -0.980164 0.247031 -0.275 0.091 -0.343
C -4.849368 -1.805235 0.259251 0.226 0.103 0.119
C -5.636218 -1.893201 -0.873841 -0.163 -0.112 0.072
C -5.296905 -1.146248 -1.980695 -0.050 0.087 -0.253
C -4.170871 -0.339339 -1.916358 0.214 -0.065 0.168
N -3.385498 -0.261369 -0.842324 -0.185 -0.226 0.406
N -2.111333 1.057083 2.817358 0.516 -0.080 0.262
C -2.189510 2.459322 3.095251 -0.049 -0.136 -0.053
C -2.454742 3.309699 1.858659 0.013 0.042 -0.061
C -2.875886 4.628762 2.003134 0.013 0.076 -0.018
C -3.088978 5.392813 0.866434 -0.008 -0.038 0.101
C -2.892086 4.815609 -0.376671 0.001 0.029 -0.012
C -2.480563 3.490818 -0.427159 -0.044 0.031 -0.020
N -2.266814 2.759354 0.663365 0.131 -0.072 0.113
C -1.319550 0.252929 3.745662 -0.267 0.285 -0.059
C 0.169202 0.311091 3.472259 -0.111 0.364 -0.059
C 1.065456 0.886244 4.359782 0.023 -0.070 -0.016
C 2.415534 0.913200 4.013954 -0.073 -0.038 -0.001
C 2.805746 0.375426 2.805624 -0.027 -0.039 -0.077
C 1.829614 -0.167941 1.964914 -0.030 -0.045 0.053
N 0.543885 -0.197630 2.297605 0.073 -0.107 -0.148
H -4.047119 0.179238 3.051121 0.067 -0.020 0.015
H -3.753523 1.141782 1.596397 -0.018 -0.014 0.040
H -2.924415 -1.702367 2.087165 0.100 -0.172 0.012
H -1.849341 -0.626629 1.160311 0.066 -0.172 0.055
H -5.096946 -2.364922 1.153260 0.051 -0.023 -0.001
H -6.510435 -2.533613 -0.893064 0.008 -0.025 0.033
H -5.880461 -1.189130 -2.890661 0.014 0.032 -0.008
H -3.877603 0.253356 -2.772499 -0.021 0.013 -0.021
H -1.228979 2.768955 3.522225 -0.015 0.031 -0.007
H -2.966959 2.704805 3.847001 0.044 0.048 0.043
H -3.031343 5.050431 2.989814 0.000 -0.035 0.014
H -3.415106 6.422468 0.955023 0.010 0.005 -0.011
H -3.059354 5.373918 -1.287956 0.032 -0.032 -0.020
H -2.325372 2.990706 -1.377397 0.040 -0.015 -0.022
H -1.615072 -0.788921 3.617472 -0.054 0.043 0.098
H -1.521622 0.541263 4.791668 0.023 -0.085 0.019
H 0.722699 1.299133 5.302132 -0.034 -0.011 -0.027
H 3.141274 1.355759 4.686532 0.013 -0.004 -0.024
H 3.841082 0.381915 2.492895 -0.023 0.008 -0.042
H 2.089439 -0.585403 0.994957 0.036 0.042 0.050
F 0.743199 1.442587 -5.020750 -0.110 -0.105 -0.014
C -0.444513 1.173051 -5.574622 -0.190 0.034 0.005
F -0.804028 2.241108 -6.316524 0.112 -0.112 0.109
F -0.291635 0.135956 -6.408036 -0.038 0.105 0.057
S -1.734682 0.823876 -4.276820 -0.297 0.443 -1.352
O -2.982363 0.987662 -4.985138 -0.087 -0.050 0.044
O -1.432364 -0.526802 -3.862264 -0.291 -0.253 -0.360
O -1.451155 1.851083 -3.292702 -0.258 0.262 0.000
```
Forces are in eV/Å.

Its total charge is -2. Its gap between HOMO and LUMO is 4.87 eV. The HOMO energy is -1.386 eV.

Results of the Löwdin charge analysis, in e, for atoms 1 through 2: 0.884 0.583